#1
The following is a quantum chemistry calculation of a structure of composition C4H9N, from the OMol25 dataset.

Each line ends with the Löwdin charge.
Geometry (Å):
C: 1.464 -1.217 -0.922  0.021
N: 0.208 -0.171 1.678  -0.050
C: -0.518 -0.089 0.448  -0.584
C: 0.447 -0.102 -0.740  0.004
C: -1.536 1.164 0.381  -0.079
H: 1.761 -0.216 -0.383  0.121
H: 2.128 -1.495 -1.755  0.094
H: 1.402 -2.041 -0.241  0.084
H: 1.146 0.253 1.543  -0.021
H: -1.239 -0.837 0.326  0.105
H: 0.286 0.610 -1.535  0.121
H: -2.157 1.024 -0.535  0.069
H: -2.168 0.914 1.224  0.055
H: -1.225 2.202 0.511  0.060

Properties
frontier orbital gap: 0.1978 Ha
molecular weight: 71.12 g mol⁻¹

#2
The following is a quantum chemistry calculation of a cluster of 2 separate species, C4H9N in total, from the OMol25 dataset.

Each line ends with the Löwdin charge.
Geometry (Å):
C: 3.058 0.339 0.438  -0.148
N: 3.098 -0.553 -0.455  0.013
H: 2.149 0.419 1.022  0.049
H: 3.861 1.045 0.634  0.059
H: 4.008 -0.541 -0.900  0.027
C: -1.877 -1.218 -0.175  -0.116
C: -1.801 0.234 -0.528  -0.251
C: -1.708 1.230 0.347  -0.028
H: -1.759 -1.359 0.897  0.068
H: -2.833 -1.627 -0.500  0.071
H: -1.060 -1.757 -0.655  0.072
H: -1.798 0.506 -1.580  0.090
H: -1.685 2.266 0.048  0.043
H: -1.652 1.015 1.408  0.051

Properties
frontier orbital gap: 0.3936 Ha
SMILES: C=CC.C=N
molecular weight: 71.12 g mol⁻¹

#3
The following is a quantum chemistry calculation of the molecule C4H9N, from the OMol25 dataset.

Each line ends with the Löwdin charge.
Geometry (Å):
C: 1.578 1.495 -0.153  -0.160
C: -1.278 -0.426 0.980  -0.179
C: -0.308 -1.082 0.145  -0.301
C: -0.041 -0.184 -1.165  -0.089
N: 0.391 1.444 -0.556  -0.006
H: 1.864 2.382 0.442  0.067
H: 2.337 0.681 -0.272  0.076
H: -2.061 -0.020 0.381  0.058
H: -1.733 -1.146 1.702  0.086
H: -0.846 0.524 1.477  0.102
H: -0.587 -2.154 -0.061  0.124
H: 0.667 -0.966 0.586  0.075
H: 0.889 -0.475 -1.611  0.056
H: -0.870 -0.074 -1.897  0.091

Properties
frontier orbital gap: 0.3857 Ha
SMILES: C=NCCC
molecular weight: 71.12 g mol⁻¹

Energies, relative to the best one, in kJ/mol: #1 477.7; #2 0.0; #3 65.0.

#1
The following is a quantum chemistry calculation of a cluster of 2 separate species, C4H9N in total, from the OMol25 dataset.

Each line ends with the Löwdin charge.
Geometry (Å):
C: 1.330 -0.118 -0.855  -0.105
C: -0.069 -0.178 -1.408  -0.238
C: -1.042 0.554 -0.604  -0.106
C: -1.369 -0.755 1.041  -0.078
N: -1.026 0.482 0.720  -0.105
H: 1.853 0.811 -1.092  0.078
H: 1.288 -0.150 0.268  0.062
H: 1.946 -0.996 -1.104  0.081
H: -0.526 -1.147 -1.366  0.111
H: -0.063 0.354 -2.403  0.132
H: -2.011 0.809 -1.037  0.134
H: 0.472 0.634 2.784  0.010
H: -1.835 -0.539 2.056  -0.007
H: 1.054 0.238 3.001  0.030

Properties
frontier orbital gap: 0.2435 Ha
molecular weight: 71.12 g mol⁻¹

#2
The following is a quantum chemistry calculation of the molecule C4H9N, from the OMol25 dataset.

Each line ends with the Löwdin charge.
Geometry (Å):
C: -1.534 0.285 1.758  -0.163
C: -0.566 -0.354 0.888  -0.257
C: 0.420 0.266 0.158  -0.135
C: 1.426 -0.269 -0.890  -0.318
H: -1.354 1.383 1.933  0.071
H: -2.578 0.264 1.143  0.110
H: -1.695 -0.438 2.838  0.151
H: -0.565 -1.398 0.655  0.088
H: 0.720 1.414 0.221  0.127
H: 2.351 0.421 -0.843  0.118
H: 1.692 -1.360 -0.690  0.113
H: 0.829 0.695 -2.671  0.038
H: -0.062 -0.685 -2.218  0.103
N: 0.917 -0.223 -2.283  -0.045

Properties
frontier orbital gap: 0.3662 Ha
SMILES: C/C=C/CN
molecular weight: 71.12 g mol⁻¹

Energies, relative to the best one, in kJ/mol: #1 406.8; #2 0.0.

#1
The following is a quantum chemistry calculation of a cluster of 2 separate species, C4H9N in total, from the OMol25 dataset.

Each line ends with the Löwdin charge.
Geometry (Å):
C: 5.558 -1.142 -4.824  -0.084
C: 4.513 -1.583 -5.548  -0.092
H: 5.833 -0.106 -4.768  0.034
H: 5.738 -1.820 -3.955  0.062
H: 3.724 -0.891 -5.830  0.043
H: 4.141 -2.597 -5.571  0.037
C: -3.854 1.277 2.832  -0.141
C: -3.437 0.648 5.077  -0.091
N: -3.609 1.607 4.262  -0.104
H: -3.787 0.225 2.561  0.068
H: -4.773 1.809 2.605  0.067
H: -3.176 1.953 2.311  0.067
H: -3.318 1.022 6.091  0.060
H: -3.555 -0.402 4.757  0.073

Properties
frontier orbital gap: 0.4031 Ha
SMILES: C=NC.C=C
molecular weight: 71.12 g mol⁻¹

#2
The following is a quantum chemistry calculation of the molecule C4H9N, from the OMol25 dataset.

Each line ends with the Löwdin charge.
Geometry (Å):
C: 0.997 -0.378 1.093  -0.090
C: 0.208 -0.366 -0.163  -0.396
C: -0.637 0.627 -0.444  -0.199
N: -0.945 1.696 0.435  0.030
C: 0.275 -1.581 -1.034  -0.093
H: 1.402 0.616 1.217  0.053
H: 0.331 -0.417 1.985  0.083
H: 1.653 -1.317 1.357  0.116
H: -1.157 0.626 -1.394  0.112
H: -1.410 2.415 -0.088  0.061
H: -0.059 2.082 0.827  0.087
H: 1.002 -1.396 -1.845  0.083
H: 0.708 -2.442 -0.483  0.066
H: -0.713 -2.068 -1.202  0.087

Properties
frontier orbital gap: 0.3285 Ha
SMILES: CC(C)=CN
molecular weight: 71.12 g mol⁻¹

Energies, relative to the best one, in kJ/mol: #1 167.1; #2 0.0.

#1
The following is a quantum chemistry calculation of a cluster of 2 separate species, C4H9N in total, from the OMol25 dataset.

Each line ends with the Löwdin charge.
Geometry (Å):
C: 0.800 -1.226 -1.900  -0.198
C: -1.786 2.028 2.525  -0.118
C: -0.952 1.227 1.640  -0.198
C: -0.337 0.577 0.839  0.108
H: 0.681 -0.497 -2.719  0.080
H: -0.077 -1.853 -2.063  0.073
H: 0.610 -0.715 -0.928  0.005
H: 2.823 -1.413 -1.972  0.058
H: 2.082 -2.781 -1.541  0.057
H: -2.002 1.472 3.445  0.080
H: -1.287 2.968 2.777  0.078
H: -2.715 2.220 1.993  0.077
H: 0.148 -0.011 0.093  -0.038
N: 2.013 -1.996 -2.190  -0.065

Properties
frontier orbital gap: 0.3918 Ha
SMILES: C#CC.CN
molecular weight: 71.12 g mol⁻¹

#2
The following is a quantum chemistry calculation of the molecule C4H9N, from the OMol25 dataset.

Each line ends with the Löwdin charge.
Geometry (Å):
C: 0.029 0.454 1.559  -0.075
C: -0.330 0.645 0.099  -0.430
C: -0.975 -0.419 -0.714  -0.143
C: 0.445 -0.787 -1.198  -0.235
H: 0.400 -0.572 1.711  0.064
H: -0.758 0.635 2.352  0.085
H: 1.007 1.090 1.772  0.109
H: -0.696 1.642 -0.083  0.118
H: -1.580 -1.072 -0.012  0.124
H: -1.717 -0.051 -1.371  0.088
H: 0.582 -1.069 -2.262  0.099
H: 0.925 -1.668 -0.527  0.137
H: 1.824 0.663 -0.541  0.112
N: 0.845 0.508 -0.785  -0.055

Properties
frontier orbital gap: 0.3551 Ha
SMILES: C[C@@H]1CCN1
molecular weight: 71.12 g mol⁻¹

Energies, relative to the best one, in kJ/mol: #1 84.7; #2 0.0.

#1
The following is a quantum chemistry calculation of the ion C2H4NO2 with charge +1, from the OMol25 dataset.

Each line ends with the Löwdin charge.
Geometry (Å):
C: -1.472 -0.069 -0.096  -0.310
C: -0.076 -0.047 -0.580  -0.171
N: 0.969 0.195 0.316  0.266
O: -2.461 0.516 0.350  0.195
O: -0.824 -1.223 -0.235  0.199
H: 0.144 0.034 -1.667  0.195
H: 1.201 1.199 0.643  0.252
H: 1.866 -0.377 0.157  0.240
H: 0.653 -0.228 1.112  0.134

Properties
frontier orbital gap: 0.4104 Ha
SMILES: [NH3+][C@H]1OC1=O
molecular weight: 74.06 g mol⁻¹
total charge: +1

#2
The following is a quantum chemistry calculation of a cluster of 2 separate species, C2H4NO2 in total, from the OMol25 dataset.

Each line ends with the Löwdin charge.
Geometry (Å):
C: 0.508 1.233 0.035  0.137
C: -1.057 -1.272 0.002  -0.101
N: 1.478 0.518 -0.078  -0.046
O: 2.428 -0.078 -0.138  0.357
O: 0.111 -1.442 -0.077  0.033
H: 0.661 2.395 0.081  0.208
H: -0.635 1.041 0.075  0.131
H: -1.798 -2.135 0.368  0.155
H: -1.696 -0.260 -0.269  0.127

Properties
frontier orbital gap: 0.2979 Ha
molecular weight: 74.06 g mol⁻¹
total charge: +1

Energies, relative to the best one, in kJ/mol: #1 0.0; #2 309.0.